# 1
Here is a molecular structure, C22H15Cl2GdN4O7 in a non-equilibrium geometry from OMol25. Energies are from wB97M-V/def2-TZVPD.

```
51
Properties=species:S:1:pos:R:3:forces:R:3
Gd 9.9509 8.9132 11.4065 -0.02 -0.82 -1.92
Cl 12.6990 3.9670 7.1529 0.95 -1.57 -0.62
C 11.9580 5.4137 7.5384 -0.30 1.73 -0.60
C 12.3669 6.0610 8.6932 -1.88 -0.20 1.22
C 11.5229 7.0716 9.2440 -0.21 -1.65 -3.89
N 11.7111 7.6314 10.4389 0.18 2.41 1.64
C 13.0029 7.8758 10.7683 -2.69 -1.02 0.75
O 13.9013 7.1682 10.3911 2.54 0.77 0.38
C 13.1480 9.0576 11.6733 2.35 1.43 0.84
C 14.4953 9.4020 11.9884 -1.92 0.26 0.63
C 14.7161 10.4902 12.8040 -0.08 0.66 -0.37
C 13.6575 11.3839 13.0972 0.32 -0.43 -0.37
C 12.3568 11.0053 12.7606 0.21 -1.35 0.84
N 12.1248 9.8032 12.1310 0.53 0.65 -0.19
C 10.4861 7.6037 8.4023 0.68 -1.20 -0.87
C 10.2408 7.0638 7.0822 0.76 -0.45 1.54
C 10.9905 5.9745 6.6563 -0.12 0.25 1.27
Cl 10.6361 5.2873 5.1011 0.13 -0.07 0.22
N 9.7763 8.6212 8.9617 -1.14 1.54 -0.48
C 8.9470 9.3857 8.1563 1.34 -1.92 2.32
O 8.9049 9.3948 6.9434 -0.46 0.74 -0.31
C 8.0204 10.1731 9.0246 -1.09 2.29 0.31
C 7.1362 11.0045 8.3170 -0.20 0.28 -0.63
C 6.2342 11.8270 9.0063 0.87 -0.70 0.35
C 6.4456 11.8864 10.4119 -1.46 1.47 0.11
C 7.2557 10.9926 11.1070 0.31 -0.21 -2.14
N 8.0599 10.1826 10.3981 -0.09 -0.88 -1.49
H 13.1298 5.6986 9.3869 -0.38 -0.36 -1.01
H 15.2816 8.7858 11.6356 0.51 -0.57 -0.20
H 15.7368 10.6708 13.1552 -0.42 0.26 -0.16
H 13.9072 12.3579 13.5223 -0.42 -0.42 0.22
H 11.4613 11.4907 13.2190 0.80 -0.19 -0.99
H 9.4300 7.4398 6.4844 0.23 0.08 -0.10
H 7.2422 11.0830 7.1960 -0.35 -0.58 1.43
H 5.4203 12.3159 8.4031 1.13 0.07 1.17
H 6.0227 12.7405 10.9840 -0.30 -1.05 -0.33
H 7.2991 10.8313 12.1730 -0.11 0.80 0.05
O 7.2381 5.3332 12.2992 1.23 1.96 1.44
C 8.0388 6.4275 12.2975 0.97 0.04 -4.72
O 8.4465 6.9842 11.2258 -1.62 -1.83 3.42
C 8.5072 6.8103 13.6153 -0.20 1.79 1.97
O 9.6184 7.7308 13.6652 -0.49 -1.27 -0.81
C 9.5056 8.7502 14.6607 -0.74 1.98 0.59
C 8.7760 10.0548 14.0321 -1.47 -2.18 3.28
O 7.7817 10.4881 14.6096 0.43 -0.01 -0.09
O 9.2665 10.4202 12.9662 1.41 1.22 -1.90
H 7.0830 5.0692 11.4065 -0.30 -0.26 -1.43
H 8.6549 5.9069 14.1606 0.74 -0.72 0.57
H 7.6819 7.2945 14.1458 -0.34 -0.02 -0.12
H 10.5115 9.0971 14.9357 -0.09 -0.52 -0.17
H 8.9697 8.4447 15.5810 0.27 -0.19 -0.66
```
Forces are in eV/Å.

Calculated values
F_max (eV/A): 4.816
Spin multiplicity: 8
LUMO (spin up / spin down) (eV): -0.5 / -2.3
DFT total energy (Eh): -3279.19411
Highest occupied orbital energy (spin up / spin down) (eV): -6.820 / -6.576
ΔE to the lowest compared entry with this formula, charge and spin (kJ/mol): 187.10
Orbital gap (spin up / spin down) (eV): 6.34 / 4.27

---

# 2
Here is C3H6N2 in the gas phase in a non-equilibrium geometry from OMol25. Energies are from wB97M-V/def2-TZVPD.

```
11
Properties=species:S:1:pos:R:3:forces:R:3
C -1.4188 -0.3153 0.0206 1.71 2.67 -0.57
N -1.2270 0.9762 0.0162 1.07 -1.86 -0.16
C 0.2875 1.1236 -0.0610 -0.30 -0.12 -0.05
C 0.9643 -0.2923 0.0381 -0.58 0.03 0.66
N -0.2840 -1.0797 -0.0858 0.27 -2.34 -0.07
H -2.4095 -0.7106 -0.0072 -0.36 -0.58 0.17
H 0.6132 1.6822 -0.9493 -0.40 -0.28 0.02
H 0.5714 1.7165 0.7772 0.31 0.55 0.64
H 1.7455 -0.5043 -0.7421 -1.05 0.13 0.49
H 1.4653 -0.4776 1.0502 -0.72 0.31 -1.21
H -0.3078 -2.1186 -0.0570 0.05 1.50 0.06
```
Forces are in eV/Å.

Calculated values
F_max (eV/A): 3.215
Spin multiplicity: 1
LUMO (eV): 1.0
DFT total energy (Eh): -227.39252
Highest occupied orbital energy (eV): -8.382
ΔE to the lowest compared entry with this formula, charge and spin (kJ/mol): 84.85
Orbital gap (eV): 9.42
SMILES: C1=NCCN1

---

# 3
Here is a molecular structure, C27H26LiNP2S in a non-equilibrium geometry from OMol25. Energies are from wB97M-V/def2-TZVPD.

```
58
Properties=species:S:1:pos:R:3:forces:R:3
Li 13.7429 11.4675 8.1216 0.28 -0.88 -0.27
S 17.7248 9.7913 6.5907 0.58 -0.36 -0.18
C 16.1856 10.1671 6.8207 -2.92 1.18 0.95
N 15.0598 10.5069 7.0730 1.93 -0.50 -0.38
C 6.7053 11.2426 6.1627 0.73 0.18 -0.43
C 7.7407 10.7999 5.3153 -0.34 0.41 0.14
C 9.0154 10.5257 5.8041 -0.14 -0.18 -0.67
C 9.3106 10.7009 7.1435 0.01 0.73 1.31
C 8.3379 11.2901 7.9824 -0.68 -0.75 -0.68
C 7.0228 11.5010 7.4876 0.82 -0.02 0.56
P 11.0169 10.2466 7.7513 -0.25 0.50 -0.23
C 10.8037 10.4981 9.5492 0.06 0.13 0.20
C 11.2750 11.7213 10.0901 -0.78 -1.01 0.36
C 11.0606 12.0115 11.4368 -0.27 -0.03 0.07
C 10.3652 11.1078 12.2639 0.20 0.08 -0.19
C 9.9668 9.8793 11.7309 -0.19 0.07 -0.16
C 10.1665 9.5688 10.3753 0.36 0.43 0.87
C 11.0150 8.4476 7.5029 -0.22 -0.90 -0.53
C 9.8353 7.6637 7.5073 0.34 0.00 0.28
C 9.9089 6.2901 7.2553 -0.13 0.12 -0.09
C 11.1289 5.6762 6.9681 0.36 -0.07 0.21
C 12.2993 6.4446 6.9805 0.19 0.13 -0.55
C 12.2435 7.8319 7.1736 -0.67 0.06 0.49
H 5.7169 11.4857 5.7473 0.50 -0.27 0.30
H 7.5506 10.7649 4.2493 0.03 -0.31 0.02
H 9.8067 10.1708 5.1331 -0.41 0.09 0.14
H 8.5443 11.4905 9.0348 -0.03 -0.04 -0.34
H 6.2697 11.8774 8.1750 0.08 0.01 -0.13
H 11.7390 12.4558 9.4388 0.04 -0.01 0.05
H 11.4182 12.9625 11.8294 -0.14 -0.21 0.02
H 10.1379 11.3601 13.3164 0.29 -0.18 -0.75
H 9.4479 9.1461 12.3505 0.16 0.26 -0.05
H 9.8473 8.5835 10.0380 0.09 0.34 -0.24
H 8.8578 8.1232 7.7256 0.57 -0.21 -0.16
H 9.0004 5.6857 7.2640 0.19 0.23 -0.02
H 11.1708 4.5904 6.7402 -0.02 0.90 0.24
H 13.2699 5.9862 6.7482 -0.50 0.18 0.13
H 13.1219 8.4774 7.0836 -0.04 -0.40 0.08
C 14.0299 10.1492 12.1676 0.24 0.53 0.37
P 14.4917 9.9205 10.4034 0.15 -0.19 0.70
C 16.3082 10.0737 10.6056 0.15 0.46 -0.65
C 14.3089 8.0919 10.3241 -0.48 -0.64 -0.53
C 15.1752 7.3328 9.5026 -0.61 0.93 0.92
C 14.9912 5.9730 9.3671 -0.02 -0.29 -0.29
C 13.9033 5.3258 9.9431 -0.42 0.32 0.17
C 13.0167 6.0682 10.7411 -0.02 -0.28 -0.18
C 13.2118 7.4325 10.9400 0.83 0.16 -0.76
H 12.9575 10.0743 12.3207 -0.07 -0.14 0.05
H 14.3176 11.1681 12.4784 -0.10 -0.27 -0.18
H 14.5761 9.4495 12.8199 -0.28 0.10 -0.28
H 16.7370 9.3884 11.3244 -0.09 -0.23 0.26
H 16.5935 11.1034 10.8783 -0.25 -0.32 -0.11
H 16.7500 9.8707 9.6298 0.21 0.07 -0.03
H 15.9728 7.8442 8.9781 0.11 -0.15 -0.04
H 15.7005 5.4417 8.7464 -0.10 -0.21 -0.04
H 13.6911 4.2813 9.6978 0.19 0.31 0.32
H 12.1349 5.5919 11.1884 0.42 0.13 -0.23
H 12.4742 7.9969 11.4944 0.08 0.01 0.15
```
Forces are in eV/Å.

Calculated values
F_max (eV/A): 3.285
Spin multiplicity: 1
LUMO (eV): -0.2
DFT total energy (Eh): -2187.70633
Highest occupied orbital energy (eV): -7.532
ΔE to the lowest compared entry with this formula, charge and spin (kJ/mol): 0.00
Orbital gap (eV): 7.35

---

# 4
Here is 2 unconnected molecules or ions with the total composition C17H15F3N2O in a non-equilibrium geometry from OMol25. Energies are from wB97M-V/def2-TZVPD.

```
38
Properties=species:S:1:pos:R:3:forces:R:3
C -1.3658 -2.4961 -0.5743 -0.36 0.36 -0.20
N -1.8974 -1.2993 0.0374 0.37 0.45 0.36
C -1.2205 -0.8465 1.0624 -1.23 -0.06 -1.21
C -1.8212 0.5295 1.5491 0.37 -0.78 -0.25
F -1.9848 1.4213 0.5290 0.02 -0.43 0.99
F -3.0449 0.3231 2.1257 0.64 0.55 -0.18
F -1.0134 1.1058 2.4778 -0.67 0.02 -0.41
O -0.2582 -1.3490 1.6633 0.88 -0.24 0.81
H -2.0867 -2.7603 -1.3587 0.32 -0.30 0.05
H -0.3814 -2.3208 -1.0523 -0.19 -0.12 0.20
H -1.2547 -3.3567 0.1123 -0.01 0.09 -0.02
C 0.1970 -5.3956 1.8038 0.23 -0.32 -1.26
C 1.4932 -5.0211 2.3708 -0.11 0.42 2.29
N 1.6654 -4.6763 3.6339 -0.67 -0.48 -2.33
C 2.9314 -4.4034 4.2140 0.94 0.35 1.12
C 4.1831 -4.4736 3.6333 0.05 0.10 0.31
C 5.2911 -4.1878 4.4545 -0.48 0.00 0.07
C 5.1137 -3.8497 5.8073 -0.20 -0.05 -0.18
C 3.8370 -3.7912 6.3771 -0.23 -0.09 -0.34
C 2.7406 -4.0738 5.5688 1.15 -0.08 -0.64
C 1.3306 -4.1326 5.8386 -1.15 -0.16 -0.16
C 0.6671 -4.5029 4.6436 -0.09 0.27 1.37
C -0.7097 -4.6410 4.6098 -0.12 -0.04 0.00
C -1.4286 -4.4087 5.7974 0.51 0.02 0.00
C -0.7687 -4.0505 6.9817 0.00 -0.07 -0.27
C 0.6215 -3.9086 7.0108 0.14 -0.09 -0.44
H 0.4198 -5.6750 0.7670 -0.44 0.05 0.17
H -0.2747 -6.2583 2.2920 0.25 0.21 0.15
H -0.5177 -4.5652 1.7787 0.18 0.19 0.03
H 2.3964 -5.0628 1.7689 -0.15 0.09 0.10
H 4.2673 -4.7421 2.5849 0.39 0.09 0.16
H 6.2981 -4.2268 4.0439 -0.28 0.00 0.04
H 5.9838 -3.6293 6.4233 -0.18 -0.06 -0.18
H 3.6460 -3.5378 7.4195 0.38 -0.03 -0.22
H -1.2055 -4.9219 3.6912 -0.22 0.15 0.37
H -2.5125 -4.5126 5.7988 0.30 0.04 -0.07
H -1.3454 -3.8811 7.8882 0.09 -0.03 -0.21
H 1.1875 -3.6323 7.8995 -0.42 -0.04 -0.06
```
Forces are in eV/Å.

Calculated values
F_max (eV/A): 2.467
Spin multiplicity: 1
LUMO (eV): -2.6
DFT total energy (Eh): -1141.07320
Highest occupied orbital energy (eV): -6.336
ΔE to the lowest compared entry with this formula, charge and spin (kJ/mol): 291.65
Orbital gap (eV): 3.77

---

# 5
Here is 2 unconnected molecules or ions with the total composition C7H11BrN4 in a non-equilibrium geometry from OMol25. Energies are from wB97M-V/def2-TZVPD.

```
23
Properties=species:S:1:pos:R:3:forces:R:3
C -1.9805 -0.8337 1.3393 -0.63 -0.26 -0.43
C 0.4939 -0.3409 0.1456 -1.09 1.85 -3.08
C 0.4212 -1.2000 1.2683 0.24 0.69 0.71
C -3.0270 2.1188 -0.6132 -2.81 -1.21 0.15
C 1.6072 -0.0523 -0.5733 -2.62 0.11 1.11
C -2.0637 2.8088 -0.7257 1.74 1.59 -0.32
C 1.8222 0.8984 -1.6346 -1.27 -4.31 -3.62
N -1.9450 -0.1198 0.2744 -0.26 1.19 0.69
N -0.7981 -1.3842 1.8612 1.23 0.44 -0.96
N 1.5245 -1.6494 1.8528 -1.49 -0.61 -0.22
N -0.7617 0.3294 -0.2347 0.11 -1.19 1.21
Br -0.6236 3.8543 -0.9207 -0.35 -0.18 0.11
H -3.0012 -0.9648 1.7231 0.89 -0.54 0.51
H -4.0539 1.7536 -0.5789 0.28 0.57 -0.23
H -2.8343 0.6838 -0.0751 2.28 -1.39 0.66
H 2.4096 -0.6111 -0.2832 2.45 -1.14 0.55
H 2.0170 0.2576 -2.6631 -0.39 1.22 2.33
H 2.7079 1.3391 -1.5144 3.54 2.08 0.54
H 1.0773 1.5522 -1.9254 -1.64 1.38 -0.04
H -0.6554 -2.0200 2.6167 -1.60 -0.40 0.91
H 2.3688 -1.7270 1.2982 0.09 0.09 0.43
H 1.4364 -2.2046 2.7058 0.44 0.07 -0.37
H -0.9744 0.7577 -1.1163 0.85 -0.06 -0.63
```
Forces are in eV/Å.

Calculated values
F_max (eV/A): 5.771
Spin multiplicity: 1
LUMO (eV): -8.7
DFT total energy (Eh): -3065.56167
Charge: +2
Highest occupied orbital energy (eV): -16.499
ΔE to the lowest compared entry with this formula, charge and spin (kJ/mol): 72.88
Orbital gap (eV): 7.80